Arrangement a

{
  "formula": "C2H7NO2P",
  "method": "the ωB97M-V functional and the def2-TZVPD basis",
  "homo_ev": -14.8985,
  "lumo_energy_ev": -4.10,
  "charge": 1,
  "orbital_gap_ha": 0.39666,
  "elements": ["C", "C", "N", "O", "P", "O", "H", "H", "H", "H", "H", "H", "H"],
  "positions_angstrom": [[0.543, 1.319, -0.124], [0.150, -0.023, 0.557], [0.933, -1.284, -0.066], [-1.229, -0.351, 0.202], [-2.647, 0.481, -0.287], [-3.536, -0.608, -0.545], [1.287, 1.194, -0.855], [0.963, 2.000, 0.676], [-0.216, 1.905, -0.586], [0.436, -0.057, 1.606], [1.047, -1.014, -1.045], [0.337, -2.051, 0.195], [1.931, -1.510, 0.272]],
  "mulliken_charge": [-1.2445, 0.3647, -0.4271, -0.3488, 0.4844, -0.3378, 0.4029, 0.3051, 0.3710, 0.3745, 0.3400, 0.3495, 0.3662]
}

=====

Arrangement b

{
  "formula": "C2H7NO2P",
  "method": "the ωB97M-V functional and the def2-TZVPD basis",
  "homo_ev": -14.9800,
  "lumo_energy_ev": -4.88,
  "charge": 1,
  "orbital_gap_ha": 0.37114,
  "elements": ["C", "C", "N", "O", "O", "P", "H", "H", "H", "H", "H", "H", "H"],
  "positions_angstrom": [[0.051, 0.547, 1.039], [0.003, -0.621, 0.240], [0.306, -0.588, -1.009], [-4.355, 0.469, 0.233], [-2.320, -0.947, 0.713], [-3.080, 0.096, -0.357], [1.040, 0.690, 1.353], [-0.523, 0.441, 1.914], [-0.377, 1.356, 0.421], [-0.176, -1.660, 0.644], [0.317, 0.272, -1.514], [-2.751, -0.836, 1.526], [0.249, -1.246, -1.665]],
  "mulliken_charge": [-0.9647, 0.2062, -0.1768, -0.4248, -0.4249, 0.5614, 0.3490, 0.3192, 0.3712, 0.3271, 0.2805, 0.3301, 0.2466]
}

=====

Which of them is the least stable? Correct choice: arrangement a.

=====

Arrangement a

{
  "formula": "C2H8N3",
  "method": "the ωB97M-V functional and the def2-TZVPD basis",
  "homo_ev": -14.3502,
  "lumo_energy_ev": -8.59,
  "charge": 1,
  "orbital_gap_ha": 0.21158,
  "elements": ["C", "N", "C", "N", "N", "H", "H", "H", "H", "H", "H", "H", "H"],
  "positions_angstrom": [[0.576, -1.216, -1.187], [-0.544, -0.547, -0.627], [-0.246, 0.573, 0.226], [-1.003, 0.559, 1.491], [1.063, 0.644, 0.581], [1.193, -1.596, -0.382], [0.228, -2.040, -1.808], [1.220, -0.542, -1.790], [-1.350, -0.402, -1.226], [-0.483, 0.106, 2.231], [-1.379, 1.455, 1.787], [-0.577, 1.473, -0.338], [1.302, 1.534, 1.043]],
  "mulliken_charge": [-0.7811, -0.2446, 0.1846, -0.3655, -0.4398, 0.3013, 0.3251, 0.3365, 0.3064, 0.2999, 0.2953, 0.4834, 0.2986]
}

=====

Arrangement b

{
  "formula": "C2H8N3",
  "method": "the ωB97M-V functional and the def2-TZVPD basis",
  "homo_ev": -13.5216,
  "lumo_energy_ev": -3.83,
  "charge": 1,
  "orbital_gap_ha": 0.35618,
  "elements": ["N", "C", "N", "H", "H", "H", "H", "H", "C", "N", "H", "H", "H"],
  "positions_angstrom": [[-0.702, -2.017, -0.350], [-1.155, -1.314, -1.371], [-1.109, 0.004, -1.434], [-0.446, -1.559, 0.517], [-0.638, -3.016, -0.468], [-1.671, -1.845, -2.139], [-1.363, 0.471, -2.300], [-0.582, 0.540, -0.766], [1.303, 1.989, 1.864], [1.526, 0.845, 1.327], [0.287, 2.413, 1.939], [2.096, 2.641, 2.248], [2.454, 0.848, 0.932]],
  "mulliken_charge": [-0.2988, 0.2180, -0.2875, 0.2518, 0.2535, 0.3387, 0.2665, 0.2150, -0.2075, -0.4458, 0.2089, 0.2429, 0.2441]
}

=====

Arrangement c

{
  "formula": "C2H8N3",
  "method": "the ωB97M-V functional and the def2-TZVPD basis",
  "homo_ev": -14.1365,
  "lumo_energy_ev": -3.74,
  "charge": 1,
  "orbital_gap_ha": 0.38215,
  "elements": ["C", "N", "H", "H", "H", "H", "N", "C", "N", "H", "H", "H", "H"],
  "positions_angstrom": [[-1.827, -0.627, -2.469], [-0.882, -0.069, -1.854], [-2.156, -1.607, -2.165], [-2.260, -0.355, -3.411], [-0.606, 0.838, -2.230], [-0.736, 0.010, 1.662], [1.355, 0.214, 0.368], [1.260, 0.238, 1.671], [0.075, 0.175, 2.242], [0.570, -0.019, -0.234], [2.263, 0.331, -0.052], [2.131, 0.292, 2.307], [-0.165, 0.552, 3.137]],
  "mulliken_charge": [-0.2913, -0.4734, 0.2421, 0.2402, 0.1875, 0.2327, -0.2265, 0.2522, -0.3149, 0.2800, 0.2465, 0.3659, 0.2591]
}

=====

Arrangement d

{
  "formula": "C2H8N3",
  "method": "the ωB97M-V functional and the def2-TZVPD basis",
  "homo_ev": -15.0837,
  "lumo_energy_ev": -3.62,
  "charge": 1,
  "orbital_gap_ha": 0.42135,
  "elements": ["C", "N", "C", "N", "N", "H", "H", "H", "H", "H", "H", "H", "H"],
  "positions_angstrom": [[-1.619, 1.021, 0.138], [-0.259, 0.726, 0.485], [0.448, -0.213, -0.017], [1.718, -0.466, 0.381], [0.011, -1.125, -0.849], [-1.772, 1.026, -0.958], [-2.305, 0.240, 0.558], [-1.768, 1.953, 0.616], [0.377, 1.293, 1.078], [2.291, -0.240, 1.207], [2.261, -1.089, -0.256], [0.408, -0.959, -1.813], [0.210, -2.167, -0.572]],
  "mulliken_charge": [-0.7630, -0.1026, 0.5717, -0.4375, -0.5815, 0.2974, 0.2896, 0.3377, 0.2900, 0.2046, 0.2432, 0.3140, 0.3364]
}

=====

Which of them is the least stable? Correct choice: arrangement a.

=====

Arrangement a

{
  "formula": "C2H3O3",
  "method": "the ωB97M-V functional and the def2-TZVPD basis",
  "homo_ev": -3.3306,
  "lumo_energy_ev": 4.18,
  "charge": -1,
  "orbital_gap_ha": 0.27593,
  "elements": ["C", "O", "C", "O", "O", "H", "H", "H"],
  "positions_angstrom": [[-0.581, 0.412, 0.864], [0.045, 0.651, -0.354], [0.593, -0.414, -1.018], [1.493, -0.059, -2.159], [0.440, -1.538, -0.576], [-0.848, -0.655, 0.874], [-1.387, 1.063, 0.800], [0.245, 0.539, 1.570]],
  "mulliken_charge": [-0.5772, -0.3044, 0.6025, -0.8042, -0.6301, 0.2933, 0.2187, 0.2014]
}

=====

Arrangement b

{
  "formula": "C2H3O3",
  "method": "the ωB97M-V functional and the def2-TZVPD basis",
  "homo_ev": -3.8066,
  "lumo_energy_ev": 4.26,
  "charge": -1,
  "orbital_gap_ha": 0.29629,
  "elements": ["C", "O", "C", "O", "O", "H", "H", "H"],
  "positions_angstrom": [[1.062, 0.176, -0.066], [-0.199, 0.776, -0.197], [-1.339, -0.082, 0.055], [-2.608, 0.555, 0.001], [-1.068, -1.233, 0.292], [1.407, 0.227, 0.882], [1.821, 0.582, -0.669], [0.925, -1.000, -0.298]],
  "mulliken_charge": [-0.6472, -0.3336, 0.6108, -0.7817, -0.6131, 0.2801, 0.2635, 0.2212]
}

=====

Which of them is the least stable? Correct choice: arrangement a.